1.
The following is a quantum chemistry calculation of one molecule with the formula C18H26N2O3, from the Open Molecules 2025 dataset.

Values from the calculation:
* multiplicity: 1
* LUMO energy: 0.7 eV
* HOMO level: -8.39 eV
* HOMO-LUMO gap: 9.13 eV
* SMILES: CCOC(=O)c1[nH]c(C)c(C(=O)NCCC2=CCCCC2)c1C
* energy above the lowest of the compared OMol25 structures with the same formula, charge and spin: 15.03 kcal/mol

Each line ends with the Mulliken charge.
Cartesian coordinates (Å):
1 C -5.53487 -2.07940 -1.24876  -1.129
2 C -4.65986 -2.20805 -0.00983  -0.267
3 H -4.22650 -3.20792 0.06432  0.325
4 H -5.24474 -1.98670 0.88909  0.314
5 O -3.54209 -1.32344 -0.06460  -0.307
6 C -3.76204 -0.05563 0.32558  0.130
7 O -4.83439 0.34717 0.73097  -0.676
8 C -2.59684 0.80327 0.22839  -0.564
9 C -1.27960 0.62418 -0.17323  1.770
10 C -0.64172 1.88311 -0.02816  0.968
11 C -1.58772 2.77761 0.47109  -0.468
12 N -2.74852 2.11643 0.60235  0.111
13 H -3.62668 2.48405 0.93616  0.226
14 C -1.45593 4.21796 0.79860  -1.509
15 H -1.99506 4.82710 0.07243  0.299
16 H -0.40501 4.49116 0.78403  0.332
17 H -1.86681 4.42213 1.78615  0.382
18 C 0.76208 2.26038 -0.29657  0.191
19 O 1.32464 3.17736 0.28009  -0.705
20 N 1.37525 1.53811 -1.26327  -0.017
21 H 0.89042 0.76595 -1.68260  0.316
22 C 2.77728 1.70758 -1.57166  -1.044
23 H 2.97110 2.77468 -1.71657  0.407
24 H 2.98154 1.17772 -2.50288  0.521
25 C 3.68444 1.19551 -0.44111  -1.430
26 C 3.32870 -0.19899 0.01395  0.823
27 C 3.37663 -1.24555 -0.79953  -0.455
28 C 3.07324 -2.65057 -0.37488  -0.649
29 C 3.16897 -2.79457 1.14089  -0.872
30 C 2.35832 -1.69162 1.81084  -0.565
31 C 2.93918 -0.32316 1.46107  -0.569
32 H 2.21923 0.46299 1.70606  0.272
33 H 3.83178 -0.13605 2.06807  0.473
34 H 2.35872 -1.82409 2.89449  0.364
35 H 1.32220 -1.75417 1.47209  0.099
36 H 2.80447 -3.77643 1.44929  0.361
37 H 4.21390 -2.70932 1.44624  0.333
38 H 3.77035 -3.33585 -0.86394  0.412
39 H 2.06633 -2.92531 -0.71030  0.239
40 H 3.65926 -1.11635 -1.83639  0.355
41 H 4.71780 1.22569 -0.79450  0.495
42 H 3.59095 1.88267 0.39984  0.389
43 C -0.68314 -0.66852 -0.61577  -1.437
44 H 0.35760 -0.74337 -0.30771  0.005
45 H -1.24314 -1.49342 -0.18362  0.381
46 H -0.74081 -0.77195 -1.70128  0.375
47 H -5.96721 -1.08289 -1.29302  0.311
48 H -4.94431 -2.24939 -2.14597  0.296
49 H -6.33745 -2.81009 -1.20595  0.385


2.
The following is a quantum chemistry calculation of one molecule with the formula C7H6, from the Open Molecules 2025 dataset.

Values from the calculation:
* multiplicity: 1
* LUMO energy: -1.0 eV
* HOMO level: -8.68 eV
* HOMO-LUMO gap: 7.67 eV
* energy above the lowest of the compared OMol25 structures with the same formula, charge and spin: 144.08 kcal/mol

Each line ends with the Mulliken charge.
Cartesian coordinates (Å):
1 C -1.49433 -0.29141 -0.30934  -0.214
2 C -1.31491 0.96231 0.21362  -0.085
3 C -0.33364 -1.21704 0.15731  -0.725
4 C -0.20767 1.39153 0.79306  -0.571
5 C 0.97691 -0.52940 -0.44956  -0.033
6 C 1.07339 0.88315 0.00173  -0.116
7 C 2.23955 -0.18875 0.38547  -0.338
8 H -2.35772 -0.59354 -0.97383  0.345
9 H -0.45726 -1.43279 1.25530  0.328
10 H -0.38849 -2.21122 -0.28900  0.292
11 H 0.02469 2.25207 1.37989  0.398
12 H 1.01134 -0.71711 -1.46270  0.385
13 H 1.22816 1.69221 -0.70196  0.336


3.
The following is a quantum chemistry calculation of one molecule with the formula C4H6N2O, from the Open Molecules 2025 dataset.

Values from the calculation:
* multiplicity: 1
* LUMO energy: 0.8 eV
* HOMO level: -6.74 eV
* HOMO-LUMO gap: 7.52 eV
* energy above the lowest of the compared OMol25 structures with the same formula, charge and spin: 87.30 kcal/mol

Each line ends with the Mulliken charge.
Cartesian coordinates (Å):
1 N 2.01070 0.74252 -0.02701  -0.846
2 C 0.85456 0.18085 0.14233  0.392
3 C 0.06942 -0.97227 0.25196  -0.163
4 O 0.57958 -2.25004 0.40558  -0.535
5 C -1.24802 -0.66491 -0.22333  -0.046
6 C -1.39860 0.64414 -0.55445  -0.817
7 N -0.12858 1.28549 -0.15229  -0.077
8 H 0.62573 1.75914 -0.71441  0.414
9 H 2.82951 0.16201 0.01096  0.214
10 H 0.36998 -2.55690 1.29623  0.352
11 H -2.03200 -1.41221 -0.33976  0.422
12 H -2.26651 1.23997 -0.78964  0.366
13 H -0.26578 1.84221 0.69382  0.323


4.
The following is a quantum chemistry calculation of a 6-piece molecular cluster, C27H33F3O3 overall, from the Open Molecules 2025 dataset.

Values from the calculation:
* multiplicity: 1
* LUMO energy: 0.4 eV
* HOMO level: -9.43 eV
* HOMO-LUMO gap: 9.83 eV
* SMILES: Fc1ccccc1.Fc1ccccc1.Fc1ccccc1.CC(C)=O.CC(C)=O.CC(C)=O
* energy above the lowest of the compared OMol25 structures with the same formula, charge and spin: 0.00 kcal/mol

Each line ends with the Mulliken charge.
Cartesian coordinates (Å):
1 F 11.95577 14.34771 -1.27612  -0.327
2 C 13.12633 14.89768 -0.91717  0.329
3 C 13.60398 14.64491 0.35318  -0.724
4 C 14.83050 15.22868 0.71198  -0.020
5 C 15.54688 15.96109 -0.19546  -0.380
6 C 14.99644 16.29513 -1.43068  -0.095
7 C 13.79832 15.73382 -1.80711  -0.685
8 H 13.03022 14.01648 1.01887  0.441
9 H 15.19863 15.05983 1.71579  0.260
10 H 16.49993 16.35382 0.14357  0.353
11 H 15.57639 16.87741 -2.13582  0.362
12 H 13.32731 15.95226 -2.75735  0.429
13 F 18.12676 23.32704 -2.94610  -0.297
14 C 17.52842 24.32988 -2.25891  0.293
15 C 16.56159 23.99346 -1.32370  -0.097
16 C 15.90651 25.01840 -0.64717  -0.499
17 C 16.13892 26.34088 -1.02277  -0.491
18 C 17.07614 26.64617 -1.99713  -0.352
19 C 17.77663 25.63701 -2.63938  -0.429
20 H 16.36116 22.98302 -1.00093  0.334
21 H 15.18098 24.81262 0.12757  0.454
22 H 15.57974 27.09006 -0.47695  0.357
23 H 17.20347 27.69378 -2.23739  0.347
24 H 18.51564 25.77660 -3.41662  0.424
25 F 19.02128 16.79575 2.11357  -0.379
26 C 18.14341 17.24820 3.02788  0.304
27 C 18.13817 18.60535 3.31829  -0.394
28 C 17.21415 19.08791 4.23653  -0.373
29 C 16.30312 18.21058 4.80461  -0.576
30 C 16.21538 16.89684 4.37190  -0.404
31 C 17.22602 16.36279 3.56378  -0.438
32 H 18.85663 19.27474 2.86380  0.507
33 H 17.25487 20.12576 4.53862  0.443
34 H 15.59313 18.56509 5.54155  0.389
35 H 15.46745 16.23923 4.79466  0.446
36 H 17.19012 15.32973 3.24798  0.534
37 C 12.32719 25.32106 4.04489  -1.034
38 C 13.06713 24.50349 5.08746  0.708
39 O 13.45384 24.99634 6.12094  -0.559
40 C 13.40051 23.07163 4.75426  -0.800
41 H 12.27955 24.85676 3.05769  0.296
42 H 12.71730 26.33214 3.97147  0.328
43 H 11.26604 25.36785 4.31452  0.274
44 H 14.35838 23.01680 4.23635  0.139
45 H 12.65631 22.65387 4.07262  0.306
46 H 13.44204 22.45143 5.64584  0.349
47 C 18.76207 17.47687 -3.09668  -1.251
48 C 18.96618 17.36031 -1.60931  0.790
49 O 19.47424 16.37517 -1.13106  -0.567
50 C 18.48512 18.53379 -0.80711  -0.471
51 H 18.75879 16.48833 -3.55684  0.331
52 H 19.60992 17.97134 -3.58147  0.369
53 H 17.86030 18.03595 -3.33873  0.300
54 H 18.43208 18.29248 0.25724  -0.266
55 H 17.49384 18.86452 -1.10866  0.217
56 H 19.24499 19.31779 -0.86609  0.539
57 C 16.14398 21.27102 1.28275  -0.556
58 C 15.03933 20.35074 1.78591  0.333
59 O 14.27288 20.74650 2.63906  -0.536
60 C 15.06946 18.90533 1.38503  -0.188
61 H 17.09350 21.00003 1.74128  0.093
62 H 15.85346 22.27913 1.57044  0.360
63 H 16.20107 21.18748 0.19680  0.027
64 H 16.06402 18.56435 1.68071  -0.397
65 H 14.89238 18.75428 0.31791  0.435
66 H 14.26708 18.36370 1.87998  0.384


5.
The following is a quantum chemistry calculation of one molecule with the formula C8H9Cl3N2O2, from the Open Molecules 2025 dataset.

Values from the calculation:
* multiplicity: 3
* LUMO energy (spin up / spin down): 0.0 / -3.1 eV
* HOMO level (spin up / spin down): -8.40 / -9.85 eV
* HOMO-LUMO gap (spin up / spin down): 8.44 / 6.77 eV
* <S²>: 2.0124

Each line ends with the Mulliken spin population.
Cartesian coordinates (Å):
1 C -1.43504 -1.26459 -0.02410  -0.006
2 C -1.26091 -0.64094 1.18161  0.021
3 C 1.26195 -0.58443 1.34670  0.054
4 C 1.72708 -0.80954 -0.13217  0.014
5 C -0.60250 -1.00859 -1.20732  0.050
6 C -0.06859 0.25646 1.42523  -0.025
7 C 0.63640 -0.24946 -0.98018  0.540
8 C -1.09504 2.02724 0.04425  -0.012
9 N 0.01113 1.37840 0.55787  0.821
10 N 0.98694 0.76063 -1.87587  -0.034
11 O 2.16783 1.10903 -1.91220  0.147
12 O 0.05810 1.36514 -2.49702  0.119
13 Cl -2.38819 -0.87406 2.40752  0.003
14 Cl -0.09003 -2.64386 -1.80026  0.068
15 Cl -0.03369 0.94458 3.09342  0.102
16 H -2.32689 -1.94860 -0.13160  0.002
17 H 1.04356 -1.60849 1.78993  0.000
18 H 2.15275 -0.17199 1.96980  -0.001
19 H 2.76403 -0.41634 -0.28668  0.008
20 H 1.81107 -1.87448 -0.30619  0.007
21 H -1.23541 -0.38920 -1.95093  -0.002
22 H -0.93117 2.36292 -1.16256  0.065
23 H -2.01191 1.32144 -0.03209  0.003
24 H -1.14149 2.95870 0.48286  0.056


6.
The following is a quantum chemistry calculation of ClF2HSi as an isolated structure, from the Open Molecules 2025 dataset.

Values from the calculation:
* multiplicity: 3
* LUMO energy (spin up / spin down): 0.7 / -4.7 eV
* HOMO level (spin up / spin down): -5.81 / -12.72 eV
* HOMO-LUMO gap (spin up / spin down): 6.53 / 7.98 eV
* <S²>: 2.0019
* energy above the lowest of the compared OMol25 structures with the same formula, charge and spin: 66.07 kcal/mol

Each line ends with the Mulliken spin population.
Cartesian coordinates (Å):
1 F 0.48952 0.96106 1.15075  0.026
2 F 0.24426 1.00873 -1.15040  0.044
3 Si 0.01320 -0.05000 0.00397  0.823
4 Cl 1.01937 -1.74474 0.12187  0.217
5 H -1.76634 -0.17505 -0.12619  0.889


Number 3 is which compound? C4H6N2O